A 9-piece molecular cluster, C5H30N2O9 overall at a distorted geometry. Source: the OMol25 dataset; level of theory: the ωB97M-V functional and the def2-TZVPD basis.

## Properties
**2S+1**: 2
**⟨S²⟩**: 0.7549
**LUMO level (spin up / spin down)**: -2.90 / -8.34 eV
**HOMO energy (spin up / spin down)**: -13.50 / -13.50 eV
**Total charge**: +1
**ΔE to the lowest compared entry with this formula, charge and spin**: 62.1 kcal per mole
**Largest force on an atom**: 5.54 eV Å⁻¹

Each line ends with the Löwdin spin population.
Geometry (Å):
N: -1.60 -2.20 1.33  0.00
C: -1.65 -1.35 0.12  0.02
C: -1.97 0.11 0.54  0.01
O: -2.03 0.30 1.94  0.00
C: -0.31 -1.45 -0.66  0.08
N: -0.39 -0.63 -1.91  0.60
C: 0.94 -0.45 -2.51  0.07
C: 1.64 0.77 -1.81  0.03
H: -0.80 -1.96 1.95  0.00
H: -1.54 -3.12 1.10  0.00
H: -2.49 -1.73 -0.57  0.00
H: -1.16 0.83 0.24  0.00
H: -2.92 0.46 0.12  0.00
H: -2.55 -0.39 2.37  0.00
H: 0.50 -1.06 -0.04  0.00
H: -0.11 -2.56 -0.89  0.05
H: -1.05 -1.12 -2.59  0.01
H: 1.60 -1.37 -2.47  0.04
H: 0.72 -0.21 -3.61  0.00
H: 1.04 1.68 -1.87  0.00
H: 1.87 0.61 -0.79  0.00
H: 2.59 1.07 -2.41  0.00
H: -3.27 1.78 -1.64  0.00
H: -4.65 2.25 -2.02  0.00
O: -4.17 1.63 -1.44  0.00
H: 2.02 3.06 1.81  0.00
H: 0.80 2.12 2.20  0.00
O: 1.04 3.00 1.86  0.00
H: 2.52 -4.04 -1.12  0.00
H: 2.55 -2.76 -0.32  0.00
O: 1.97 -3.31 -0.85  0.02
H: -0.51 4.44 -0.28  0.00
H: 0.31 3.39 0.34  0.00
O: -0.05 3.67 -0.50  0.00
H: 0.27 0.80 3.77  0.00
H: -0.48 0.43 2.48  0.00
O: 0.40 0.59 2.87  0.00
H: 1.15 -2.29 2.44  0.00
H: 1.38 -0.83 2.78  0.00
O: 1.87 -1.66 2.78  0.00
H: 3.69 -0.94 0.44  0.00
H: 3.09 -1.71 1.54  0.00
O: 3.53 -1.80 0.70  0.00
H: -1.03 2.65 -1.44  0.00
H: -1.16 1.22 -1.99  0.01
O: -1.60 2.10 -2.01  0.04